[1]
ORCA calculation (wB97M-V/def2-TZVPD) on a structure of composition C15H17FeNO4 at a distorted geometry.

```
38
Properties=species:S:1:pos:R:3:forces:R:3
Fe -0.152 -2.152 -1.141 0.2351 0.8950 0.5427
O 2.518 -1.218 -1.964 -4.1504 -1.1459 1.2321
O 1.461 -4.620 -1.491 -2.8751 3.2275 1.1703
O 0.553 -2.296 1.887 -1.6897 0.3922 -4.9512
O -2.728 -3.125 -0.070 3.6370 0.9542 -1.3399
N 1.334 1.673 2.021 -0.3562 -0.0419 -0.8270
C -1.683 -2.806 -0.455 -8.7142 -2.5445 3.0183
C 0.738 -3.743 -1.235 3.8967 -5.4435 -1.3727
C -1.059 -1.387 -2.763 -0.3299 -0.3370 -2.3272
C -0.416 2.602 -0.208 -0.2140 0.0920 -0.2651
C -0.014 1.267 -0.007 0.5157 0.2721 -0.0922
C 1.310 1.014 0.633 0.6866 0.9072 0.4778
C -2.593 1.834 -0.825 0.2398 -0.0479 -0.2691
C -2.168 0.499 -0.666 -1.1605 -0.0391 -0.3149
C 1.451 -1.456 -1.554 8.5257 3.6955 -1.9774
C -0.865 0.226 -0.346 -0.3787 2.3525 0.8730
C 2.628 1.489 2.728 0.0636 0.0425 0.3041
C -0.539 -2.704 -2.888 -1.7301 0.3663 -5.0200
C 0.187 -2.148 0.783 2.7541 -0.0846 8.3010
C 0.192 1.229 2.854 0.3510 0.0363 1.2694
C -1.711 2.899 -0.625 0.0728 -0.5711 0.0195
H -2.890 -0.290 -0.866 0.0155 0.1523 0.1878
H 2.170 1.483 0.120 -0.4304 -0.3604 -0.0627
H 3.429 1.876 2.109 0.1243 -0.0141 -0.0536
H 2.578 2.047 3.668 0.0980 -0.1426 -0.1904
H -0.736 1.531 2.404 -0.2964 0.0487 -0.1350
H -3.609 2.059 -1.143 0.1396 -0.2966 0.1031
H 0.317 1.712 3.843 -0.2693 -0.3245 -0.5228
H -1.270 -3.520 -2.950 0.3056 0.1310 0.1470
H 2.771 0.426 2.937 -0.0301 0.1783 -0.0705
H 0.301 -2.856 -3.584 -0.1081 -0.0655 0.6109
H 1.191 2.676 1.827 0.1819 -0.3450 0.2417
H 0.257 3.448 -0.028 0.0334 -0.4199 -0.0589
H -0.494 -0.521 -3.177 -0.1882 -0.7763 0.5112
H 1.484 -0.043 0.763 0.2790 -0.1126 0.2216
H 0.242 0.143 2.981 -0.0070 0.2224 -0.0608
H -2.143 -1.178 -2.786 0.6376 -0.4915 0.5208
H -2.039 3.928 -0.787 0.1355 -0.3614 0.1590
```
Forces are in eV/Å.

As for the frontier orbital gap (alpha / beta): 7.287 / 6.513 eV. As for the HOMO energy (alpha / beta): -14.436 / -16.347 eV. As for the electronic energy: -59874.19361 eV. The net charge is +2. As for the multiplicity: 5. The calculation puts the energy above the lowest of the compared OMol25 structures with the same formula, charge and spin at 0.0 kJ/mol.

Mulliken atomic charges, in units of e:
1 Fe 0.475
2 O -0.284
3 O -0.251
4 O -0.258
5 O -0.233
6 N -0.039
7 C 0.641
8 C 0.279
9 C -0.558
10 C -0.528
11 C 0.773
12 C -0.970
13 C -0.759
14 C -0.934
15 C 0.895
16 C 0.820
17 C -0.817
18 C -0.650
19 C -0.622
20 C -0.689
21 C -0.843
22 H 0.537
23 H 0.342
24 H 0.353
25 H 0.378
26 H 0.307
27 H 0.434
28 H 0.389
29 H 0.380
30 H 0.363
31 H 0.425
32 H 0.403
33 H 0.424
34 H 0.295
35 H 0.351
36 H 0.300
37 H 0.407
38 H 0.460

---

[2]
ORCA calculation (wB97M-V/def2-TZVPD) on a structure of composition C15H17IrN2O4Se2Te2.

```
43
Properties=species:S:1:pos:R:3:forces:R:3
Ir 0.886 -1.190 0.035 0.1790 -0.0869 0.2021
Te 1.893 -4.931 1.111 -0.0358 -0.1358 0.1267
Te 1.789 -3.213 3.298 -0.0290 -0.1401 0.0172
Se 2.194 -3.382 -0.672 -0.0226 0.0463 -0.1250
Se 2.224 -1.110 2.219 0.0912 0.2642 -0.0420
O -2.563 -3.365 1.218 -0.0748 -0.0696 0.0489
O -0.509 -2.826 0.538 -0.0115 -0.1080 -0.1477
O -4.527 -2.140 2.547 -0.0343 0.0122 -0.1612
O -4.795 -0.115 3.413 -0.1028 0.1030 -0.1395
N -0.771 -0.342 1.319 -0.0831 -0.2288 -0.0990
N -1.081 0.834 1.877 -0.0803 -0.1086 0.0213
C 1.026 2.663 -0.172 -0.0375 -0.0080 0.0402
C -1.799 -1.154 1.546 0.1546 0.0805 -0.0720
C 1.502 3.781 -1.109 0.0010 -0.0128 0.0195
C 1.804 -0.572 -2.070 -0.0293 -0.0053 -0.0852
C -2.802 -0.482 2.260 0.0387 0.2141 -0.0696
C -0.341 1.125 -1.630 0.0985 -0.0052 0.0185
C 0.414 -2.023 -3.607 0.0086 -0.0147 -0.0776
C -2.290 0.789 2.456 -0.0747 -0.1165 -0.0542
C -0.492 0.039 -2.474 0.1068 -0.0316 0.0330
C 1.969 2.528 1.021 -0.0427 -0.0079 0.0619
C 0.574 -0.839 -2.708 -0.0223 0.0696 0.0366
C 0.872 1.392 -0.972 0.0378 -0.0462 -0.0463
C -4.148 -0.896 2.770 0.1972 -0.1961 0.4067
C -1.649 -2.570 1.064 -0.0423 0.2344 0.0548
C 1.957 0.527 -1.202 -0.0402 0.2290 0.0275
H -3.863 -2.660 2.022 -0.0110 0.0485 0.0534
H -0.188 -1.762 -4.476 -0.0164 -0.0183 -0.0083
H 0.025 2.939 0.183 0.0655 0.0109 -0.0052
H 2.938 0.763 -0.813 -0.0109 -0.0181 0.0017
H -0.420 1.595 1.862 -0.0278 -0.0297 -0.0022
H 2.679 -1.156 -2.327 -0.0145 -0.0291 -0.0344
H 1.726 1.673 1.660 -0.0233 0.0409 -0.0111
H 1.935 3.430 1.630 0.0035 0.0199 0.0147
H -2.718 1.633 2.964 -0.0712 0.0594 0.0652
H 1.587 4.719 -0.565 -0.0071 0.0607 0.0388
H 2.483 3.539 -1.519 0.0485 -0.0199 -0.0165
H 1.376 -2.397 -3.952 0.0193 -0.0226 0.0030
H -1.176 1.796 -1.470 -0.0457 0.0275 0.0051
H 0.815 3.926 -1.939 -0.0438 0.0047 -0.0400
H 3.003 2.401 0.702 0.0553 0.0010 -0.0345
H -0.098 -2.830 -3.080 -0.0209 -0.0395 0.0079
H -1.441 -0.136 -2.961 -0.0498 -0.0276 -0.0332
```
Forces are in eV/Å.

As for the frontier orbital gap (alpha / beta): 6.590 / 6.233 eV. As for the HOMO energy (alpha / beta): -10.844 / -12.341 eV. As for the electronic energy: -175112.20120 eV. The net charge is +1. As for the multiplicity: 6. The calculation puts the energy above the lowest of the compared OMol25 structures with the same formula, charge and spin at 0.0 kJ/mol.

Mulliken atomic charges, in units of e:
1 Ir 1.657
2 Te 0.232
3 Te 0.170
4 Se -0.076
5 Se -0.165
6 O -0.820
7 O -0.630
8 O -0.524
9 O -0.567
10 N -0.231
11 N -0.120
12 C -0.391
13 C 0.157
14 C -1.562
15 C -1.981
16 C 0.175
17 C -0.292
18 C -1.841
19 C -0.537
20 C -0.752
21 C -1.379
22 C 1.552
23 C 0.926
24 C 0.413
25 C 0.724
26 C -0.232
27 H 0.453
28 H 0.487
29 H 0.455
30 H 0.524
31 H 0.017
32 H 0.751
33 H 0.126
34 H 0.428
35 H 0.562
36 H 0.439
37 H 0.364
38 H 0.382
39 H 0.480
40 H 0.394
41 H 0.400
42 H 0.320
43 H 0.509

---

[3]
ORCA calculation (wB97M-V/def2-TZVPD) on the molecule C15H17N3O5 at a distorted geometry.

```
40
Properties=species:S:1:pos:R:3:forces:R:3
O 5.630 0.378 1.716 -0.2203 0.2420 0.4158
O 4.461 -1.934 2.761 -0.5025 -0.3354 0.6032
O 5.239 1.077 -0.280 -0.2981 0.7220 -2.0468
O 0.559 -0.607 1.403 0.0683 -0.6145 -0.8643
O 2.293 -1.644 3.132 -0.7334 -0.7604 1.3068
N 0.167 -2.558 -1.517 0.2275 -1.2698 -1.2538
N 1.995 -1.920 0.206 -2.1425 1.4239 0.6176
N -2.448 2.047 1.050 -3.0210 3.6388 -2.0608
C -0.184 -1.386 -0.784 -0.2019 -1.0275 1.2538
C -1.928 0.827 1.101 0.8424 -1.1396 1.1839
C -2.055 0.081 -0.016 -1.5534 2.6093 -0.6289
C -3.936 3.125 -0.686 0.0152 1.2002 0.4780
C -4.001 2.002 -2.718 0.7273 -1.2681 -1.8664
C 0.791 -1.243 0.370 0.7043 -0.6873 1.2404
C -1.648 -1.271 -0.353 0.5109 -1.5887 -0.5790
C 4.779 0.564 0.675 0.8207 -1.3035 2.3686
C -2.791 1.015 -0.945 1.0389 -2.3575 1.5708
C -3.069 2.162 -0.243 0.4100 0.4685 2.8044
C -3.298 0.927 -2.200 -0.2934 -0.5917 -3.0863
C 3.352 0.065 0.911 0.4173 1.3111 -3.9330
C 3.170 -1.471 0.870 0.4573 -0.0245 1.7387
C -4.356 3.069 -1.968 -1.2904 2.4993 -1.9466
C 3.323 -1.808 2.365 1.4318 0.3721 -1.3269
H 0.103 -0.548 -1.328 0.2013 1.7219 -1.6222
H 3.985 -2.000 0.412 0.5575 0.2035 -0.3387
H 5.191 0.019 2.501 0.0976 -0.3118 -0.2081
H 3.026 0.588 1.795 -0.7569 -0.1418 0.1735
H 0.003 -3.448 -1.052 -0.1147 0.4082 0.1928
H -2.281 -1.550 -1.221 0.4727 -0.2167 0.4029
H -4.861 3.965 -2.502 0.6583 -1.6636 1.3133
H -0.254 -2.638 -2.442 0.0821 0.3434 0.3786
H -2.734 2.797 1.735 1.0873 -2.0147 -0.6416
H -1.735 -2.086 0.403 -0.5882 0.8421 -0.1123
H -4.268 4.002 -0.182 0.2634 0.3994 1.0913
H 1.471 -1.565 2.615 -0.0998 0.5516 -0.1503
H -4.090 2.028 -3.801 -0.6200 -0.1046 0.1411
H -3.134 0.148 -2.988 0.2416 0.2474 1.3521
H -1.431 0.603 1.991 0.6986 -0.8020 1.0887
H 2.884 0.459 -0.076 0.1224 -0.3577 1.9755
H 2.081 -2.272 -0.713 0.2818 -0.6233 -1.0259
```
Forces are in eV/Å.

As for the frontier orbital gap: 8.398 eV. As for the HOMO energy: -8.041 eV. As for the electronic energy: -30538.51413 eV. As for the SMILES: N[C@@H](Cc1c[nH]c2ccccc12)C(=O)N[C@@H](CC(=O)O)C(=O)O. The calculation puts the energy above the lowest of the compared OMol25 structures with the same formula, charge and spin at 248.6 kJ/mol.

Mulliken atomic charges, in units of e:
1 O -0.477
2 O -0.631
3 O -0.541
4 O -0.800
5 O -0.476
6 N -0.728
7 N -0.195
8 N -0.040
9 C 0.480
10 C -0.772
11 C 0.485
12 C -0.889
13 C -0.789
14 C 0.139
15 C -1.084
16 C 0.273
17 C 1.063
18 C -0.437
19 C -0.128
20 C -0.508
21 C 0.190
22 C -0.354
23 C 0.287
24 H 0.461
25 H 0.458
26 H 0.383
27 H 0.494
28 H 0.206
29 H 0.274
30 H 0.249
31 H 0.268
32 H 0.281
33 H 0.354
34 H 0.336
35 H 0.362
36 H 0.319
37 H 0.257
38 H 0.648
39 H 0.188
40 H 0.394